Density functional theory data (the ωB97M-V functional and the def2-TZVPD basis) for 7 unconnected molecules or ions with the total composition C40H90F2N7O7S2.

Values from the calculation:
2S+1: 1
HOMO-LUMO gap: 0.1940 Eh
Total charge: +3

Atoms and positions in Å:
1 C -4.5272 9.6066 4.8640
2 C -5.2242 8.2020 4.8063
3 C -5.2987 7.5179 3.4847
4 N -6.1229 6.2091 3.4330
5 C -7.6387 6.5537 3.4329
6 C -5.8237 5.2595 2.1994
7 C -6.2234 3.8781 2.5490
8 C -5.8998 3.8081 4.0034
9 C -5.7160 5.2350 4.5856
10 H -3.6082 9.7108 4.2873
11 H -4.3799 9.9364 5.8924
12 H -5.2086 10.3347 4.4240
13 H -6.2141 8.2616 5.2587
14 H -4.6897 7.5845 5.5282
15 H -4.3130 7.4153 3.0309
16 H -5.8151 8.2005 2.8099
17 H -7.9705 7.3640 4.0820
18 H -8.2141 5.7416 3.8773
19 H -7.8102 6.8670 2.4031
20 H -6.3059 5.6092 1.2866
21 H -4.7504 5.1953 2.0203
22 H -7.2975 3.8540 2.3656
23 H -5.7557 3.0637 1.9957
24 H -6.7465 3.3913 4.5487
25 H -5.0135 3.2170 4.2340
26 H -6.4257 5.4102 5.3942
27 H -4.7115 5.4637 4.9416
28 C 1.8774 1.0102 -8.0069
29 C 2.4567 2.2461 -7.2625
30 C 1.3985 3.2291 -6.7795
31 N 1.9179 4.5350 -6.1678
32 C 2.8927 5.1970 -7.1306
33 C 2.4874 4.2310 -4.8043
34 C 2.1008 5.3803 -3.8657
35 C 0.6652 5.6080 -4.3569
36 C 0.7405 5.5130 -5.8900
37 H 1.2959 1.2668 -8.8924
38 H 1.2171 0.4185 -7.3730
39 H 2.6816 0.3106 -8.2348
40 H 3.1064 2.7296 -7.9922
41 H 3.1310 2.0026 -6.4415
42 H 0.7979 2.7975 -5.9788
43 H 0.6984 3.5345 -7.5572
44 H 3.1386 6.1731 -6.7125
45 H 2.3227 5.3472 -8.0475
46 H 3.7814 4.5765 -7.2459
47 H 3.5624 4.0540 -4.7678
48 H 2.0415 3.3296 -4.3839
49 H 2.7361 6.2606 -3.9636
50 H 2.1837 5.0602 -2.8271
51 H 0.2751 6.5161 -3.8972
52 H -0.0211 4.8744 -3.9339
53 H 1.0167 6.4953 -6.2734
54 H -0.1852 5.1584 -6.3434
55 C 10.6177 -4.0288 -3.7182
56 C 9.7503 -3.8024 -2.5058
57 C 8.8031 -2.6165 -2.5878
58 N 7.5154 -2.7130 -1.6194
59 C 6.5930 -3.8465 -2.2103
60 C 6.6221 -1.4226 -1.5771
61 C 5.8593 -1.6232 -0.2749
62 C 6.9235 -2.0944 0.7248
63 C 7.8991 -2.9150 -0.1306
64 H 9.9321 -4.2039 -4.5472
65 H 11.3365 -4.8028 -3.4491
66 H 11.1954 -3.1254 -3.9137
67 H 10.4279 -3.7661 -1.6527
68 H 9.1054 -4.6699 -2.3658
69 H 8.3107 -2.5851 -3.5598
70 H 9.3782 -1.7033 -2.4345
71 H 7.0863 -4.8185 -2.2157
72 H 6.2784 -3.5315 -3.2052
73 H 5.7165 -3.8461 -1.5624
74 H 5.9368 -1.4126 -2.4246
75 H 7.1491 -0.4913 -1.3696
76 H 4.9642 -2.2447 -0.3001
77 H 5.5184 -0.6683 0.1250
78 H 6.5225 -2.7057 1.5333
79 H 7.3669 -1.3135 1.3426
80 H 7.8526 -4.0034 -0.0959
81 H 8.9465 -2.6209 -0.0624
82 C -5.5840 -9.8281 -4.7926
83 C -4.0928 -9.5201 -4.7584
84 C -3.4487 -9.0477 -3.4290
85 N -2.0561 -8.3806 -3.5466
86 C -1.9046 -7.6711 -2.1627
87 C -0.8989 -9.3466 -3.8462
88 C 0.1478 -8.2676 -4.3139
89 C -0.5239 -7.0432 -4.8653
90 C -1.9409 -7.3368 -4.6769
91 H -5.9173 -10.4105 -3.9336
92 H -5.8887 -10.3976 -5.6706
93 H -6.0160 -8.8304 -4.7147
94 H -3.9773 -8.8363 -5.5994
95 H -3.4758 -10.3833 -5.0080
96 H -3.4860 -9.8671 -2.7112
97 H -3.9846 -8.1258 -3.2029
98 H -2.7454 -6.9959 -2.0040
99 H -1.0180 -7.0371 -2.1523
100 H -1.9037 -8.4443 -1.3944
101 H -0.5980 -9.9009 -2.9572
102 H -1.3831 -9.9422 -4.6201
103 H 0.9357 -7.9400 -3.6357
104 H 0.7111 -8.5266 -5.2104
105 H -0.2297 -6.2130 -4.2232
106 H -0.2934 -6.8210 -5.9072
107 H -2.6253 -6.4904 -4.6200
108 H -2.2248 -7.8424 -5.5998
109 C 1.2639 0.3722 6.4471
110 C 1.8220 1.4932 7.3949
111 C 1.9175 1.0348 8.8944
112 N 2.3972 2.2155 9.8210
113 C 3.9295 2.4654 9.5434
114 C 2.2892 1.8140 11.3370
115 C 2.2768 3.0791 12.1360
116 C 1.3375 3.9296 11.3552
117 C 1.5681 3.5080 9.8261
118 H 1.8196 -0.5442 6.2481
119 H 1.0331 0.9768 5.5700
120 H 0.2987 0.0519 6.8394
121 H 1.2673 2.4267 7.3007
122 H 2.8671 1.6261 7.1152
123 H 2.6025 0.2429 9.1975
124 H 0.9581 0.7021 9.2905
125 H 4.3875 3.1540 10.2534
126 H 3.9828 2.9271 8.5575
127 H 4.4418 1.5072 9.4567
128 H 3.0333 1.0661 11.6111
129 H 1.3132 1.3589 11.5054
130 H 3.2778 3.4828 12.2878
131 H 1.9296 2.8406 13.1413
132 H 1.4549 5.0121 11.4059
133 H 0.3217 3.6662 11.6498
134 H 2.1966 4.2280 9.3020
135 H 0.6827 3.2060 9.2667
136 N -1.1937 -0.4783 -1.9786
137 O -2.0976 -1.2912 -1.8480
138 O -1.3093 0.6047 -1.5008
139 O -0.1507 -0.6810 -2.5443
140 N -10.2919 -2.7426 -4.3146
141 S -11.4830 -3.6924 -3.7852
142 O -12.1900 -3.1448 -2.6181
143 O -11.4545 -5.1036 -3.8124
144 F -12.4346 -3.3152 -5.0165
145 S -9.3605 -2.9546 -3.2261
146 O -8.6777 -4.2642 -3.3101
147 O -9.6469 -2.4128 -1.9147
148 F -8.1774 -2.0909 -3.8798

Forces on atoms 1 to 3 (eV/Å):
-1.2149 -0.1900 -0.8151
0.6775 0.0768 1.9551
-0.5732 0.4061 -1.5702

These are the Löwdin partial charges, in e, on atoms 1 to 5:
1. C -0.06
2. C -0.24
3. C -0.14
4. N -0.19
5. C 0.05